The following is a quantum chemistry calculation of a single C3H7NO2 molecule at a distorted geometry, from OMol25.

```
13
Properties=species:S:1:pos:R:3
C -0.770 0.988 0.785
C 0.477 -1.959 -0.877
C 0.523 -0.696 0.087
N -0.444 1.987 -0.215
O -0.779 -0.381 0.190
O 1.541 -0.245 0.588
H 0.562 1.940 -0.392
H -0.590 2.899 0.215
H -0.168 1.106 1.694
H -1.790 1.155 1.144
H 1.492 -2.357 -0.936
H -0.159 -2.713 -0.408
H 0.105 -1.725 -1.876
```

Output
HOMO energy = -0.3707 Eh
SMILES string = CC(=O)OCN
2S+1 = 1
strongest force on any atom = 4.50 eV Å⁻¹
Kohn-Sham gap = 0.404 hartree